[1]
Molecular formula: C2H5NOS2
Method: DFT, wB97M-V/def2-TZVPD

```
! wB97M-V def2-TZVPD RIJCOSX def2/J DEFGRID3
* xyz 0 1
C 0.327 -1.047 0.736
O -0.618 -1.254 -0.199
C -1.116 -0.122 -0.581
S -2.792 0.157 -0.700
N -0.313 1.046 -0.641
S 1.380 0.812 -1.060
H 0.476 0.048 0.970
H 1.242 -1.280 0.281
H 0.267 -1.459 1.926
H -0.877 1.954 -0.877
H 2.026 1.146 0.146
*
```

SMILES: COC(=S)NS
ΔE to the lowest compared entry with this formula, charge and spin (kcal per mole): 67.0
Calculated total energy (eV): -27360.149
Largest force on an atom (eV Å⁻¹): 7.01

Atomic partial charges in e from the Löwdin method, atoms 1 to 2: -0.23 -0.09

[2]
Molecular formula: C16H40F10Li2N5O28S10
Method: DFT, wB97M-V/def2-TZVPD

```
! wB97M-V def2-TZVPD RIJCOSX def2/J DEFGRID3
* xyz -3 1
Li 0.789 0.269 -0.479
Li 1.181 2.695 -1.063
N 4.471 -5.230 -2.686
S 3.553 -5.086 -4.004
O 4.072 -4.290 -5.095
O 2.117 -5.240 -3.908
F 3.907 -6.496 -4.669
S 4.172 -3.776 -2.248
O 2.757 -3.344 -2.052
O 5.035 -2.757 -2.847
F 4.725 -3.893 -0.728
N 3.596 6.911 -0.882
S 2.664 5.854 0.171
O 3.218 5.720 1.548
O 1.835 4.856 -0.521
F 1.508 6.965 0.371
S 4.237 5.746 -1.598
O 3.612 4.995 -2.669
O 5.255 5.008 -0.878
F 5.248 6.732 -2.440
N -0.801 4.429 -4.879
S -0.175 5.091 -3.415
O 0.149 4.196 -2.319
O -0.494 6.470 -3.061
F 1.338 5.319 -4.013
S -2.244 4.389 -4.216
O -2.942 5.599 -4.648
O -2.529 3.745 -2.928
F -2.862 3.334 -5.245
N 0.119 1.814 0.458
S -1.524 2.512 0.353
O -1.603 3.899 0.020
O -2.659 1.880 1.090
F -1.775 1.919 -1.110
S 0.080 2.077 2.026
O -0.569 1.017 2.802
O 0.034 3.426 2.486
F 1.675 1.850 1.948
N 1.304 1.099 -2.244
S 0.735 0.628 -3.541
O 1.062 -0.709 -4.056
O 0.429 1.647 -4.529
F -0.674 0.399 -2.800
S 2.925 0.754 -2.784
O 3.304 1.275 -4.058
O 3.453 -0.536 -2.328
F 3.527 1.847 -1.797
C -2.027 -1.363 -0.296
O -0.565 -1.186 -0.291
C 0.091 -2.396 0.144
C 1.257 -2.003 1.062
O 2.018 -0.979 0.517
C 3.360 -0.913 1.170
H -2.584 -0.681 -0.938
H -2.448 -1.122 0.680
H -2.329 -2.342 -0.668
H 0.529 -2.826 -0.757
H -0.573 -3.173 0.522
H 1.909 -2.847 1.286
H 1.040 -1.608 2.054
H 3.389 -0.812 2.255
H 3.968 -0.078 0.821
H 3.792 -1.898 0.990
C -8.756 -2.133 -3.304
O -7.423 -1.522 -3.354
C -6.514 -2.592 -3.725
C -5.033 -2.152 -3.402
O -4.871 -0.851 -3.889
C -3.517 -0.432 -3.984
H -8.900 -2.803 -2.457
H -8.977 -2.808 -4.131
H -9.551 -1.391 -3.233
H -6.635 -2.811 -4.786
H -6.722 -3.540 -3.229
H -4.313 -2.897 -3.743
H -4.939 -2.017 -2.325
H -3.628 0.557 -4.428
H -2.869 -1.115 -4.534
H -3.102 -0.201 -3.003
C -0.854 -1.530 4.488
O -2.170 -2.092 4.684
C -2.239 -3.478 4.546
C -3.699 -3.865 4.425
O -4.397 -3.560 5.602
C -5.612 -4.260 5.656
H -0.645 -1.584 3.420
H -0.167 -2.144 5.071
H -0.673 -0.515 4.842
H -1.861 -3.956 5.450
H -1.653 -3.701 3.654
H -3.694 -4.914 4.129
H -4.041 -3.389 3.506
H -6.273 -4.068 4.811
H -6.035 -3.988 6.623
H -5.408 -5.320 5.804
C 5.255 2.477 1.589
O 4.443 2.266 2.740
C 5.120 1.882 3.870
C 4.133 1.452 4.971
O 3.629 0.181 4.604
C 2.380 -0.120 5.229
H 6.043 3.221 1.709
H 4.658 2.718 0.710
H 5.768 1.551 1.332
H 5.741 2.741 4.127
H 5.812 1.082 3.603
H 3.338 2.189 5.077
H 4.576 1.243 5.945
H 1.569 0.597 5.105
H 2.645 -0.125 6.287
H 2.000 -1.059 4.828
*
```

Calculated total energy (eV): -217949.115
Largest force on an atom (eV Å⁻¹): 10.58

Atomic partial charges in e from the Löwdin method, atoms 1 to 2: 0.58 0.62

[3]
Molecular formula: C6H8N6S
Method: DFT, wB97M-V/def2-TZVPD

```
! wB97M-V def2-TZVPD RIJCOSX def2/J DEFGRID3
* xyz 0 1
C -4.215 0.092 -0.004
N -3.067 -0.720 -0.058
C -1.815 -0.265 -0.087
N -1.413 0.976 -0.214
C -0.117 1.155 0.149
N 0.340 2.482 0.035
C 1.624 2.783 0.035
N 2.841 2.877 -0.157
N 0.868 0.312 0.257
C 0.441 -0.838 0.126
S 1.371 -2.336 -0.014
C 3.078 -1.774 -0.057
N -0.818 -1.191 0.009
H -4.155 1.080 -0.758
H -5.102 -0.510 -0.185
H -4.494 0.489 1.161
H -3.332 -1.649 0.036
H -0.395 3.128 0.173
H 3.519 -1.518 1.009
H 3.082 -1.054 -0.766
H 3.718 -2.667 -0.530
*
```

SMILES: CNc1nc(NC#N)nc(SC)n1
ΔE to the lowest compared entry with this formula, charge and spin (kcal per mole): 69.0
Calculated total energy (eV): -26125.371
Largest force on an atom (eV Å⁻¹): 8.46

Atomic partial charges in e from the Löwdin method, atoms 1 to 2: -0.14 0.00

[4]
Molecular formula: C37H37ClGeN2O3PPt
Method: DFT, wB97M-V/def2-TZVPD

```
! wB97M-V def2-TZVPD RIJCOSX def2/J DEFGRID3
* xyz -1 1
Pt 0.513 1.006 -0.242
Cl 2.278 3.246 0.774
C 1.395 4.675 0.314
C 1.924 5.921 0.550
C 1.212 7.058 0.169
C -0.045 6.912 -0.431
C -0.580 5.671 -0.641
C 0.140 4.498 -0.313
P -0.697 2.913 -0.340
C -1.848 3.143 1.040
C -1.289 3.023 2.320
C -2.040 3.293 3.440
C -3.355 3.731 3.307
C -3.898 3.900 2.042
C -3.153 3.620 0.915
C -1.676 2.915 -1.851
C -2.636 1.902 -1.931
C -3.291 1.648 -3.115
C -2.976 2.377 -4.254
C -2.002 3.367 -4.189
C -1.343 3.626 -3.004
H 2.888 6.020 1.028
H 1.622 8.040 0.348
H -0.603 7.792 -0.724
H -1.571 5.566 -1.060
H -0.265 2.683 2.405
H -1.612 3.166 4.426
H -3.950 3.943 4.184
H -4.916 4.253 1.940
H -3.582 3.730 -0.071
H -2.839 1.333 -1.038
H -4.036 0.866 -3.166
H -3.474 2.162 -5.189
H -1.746 3.927 -5.079
H -0.572 4.383 -2.954
O 3.453 -0.066 -1.744
C 2.877 -0.909 -1.061
N 3.284 -2.209 -0.980
C 2.489 -2.953 -0.039
C 1.499 -1.839 0.386
O 0.629 -1.990 1.222
N 1.777 -0.714 -0.283
C 1.782 -4.167 -0.624
C 0.621 -4.645 -0.022
C 0.021 -5.806 -0.463
C 0.576 -6.529 -1.507
C 1.728 -6.058 -2.116
C 2.324 -4.885 -1.688
C 3.260 -3.507 1.147
C 2.627 -3.680 2.376
C 3.279 -4.295 3.424
C 4.576 -4.761 3.265
C 5.216 -4.589 2.048
C 4.567 -3.968 0.997
H 4.191 -2.481 -1.309
H 0.175 -4.084 0.780
H -0.879 -6.156 0.019
H 0.114 -7.446 -1.845
H 2.172 -6.620 -2.927
H 3.213 -4.533 -2.192
H 1.624 -3.307 2.513
H 2.766 -4.420 4.368
H 5.079 -5.255 4.084
H 6.225 -4.953 1.911
H 5.078 -3.848 0.053
C -2.230 -2.618 1.894
Ge -1.971 -1.167 0.524
C -1.429 -1.827 -1.286
C -3.875 -0.533 0.303
C -0.804 0.273 1.072
H -2.637 -3.515 1.434
H -2.924 -2.278 2.655
H -1.298 -2.877 2.378
H -2.186 -2.449 -1.756
H -0.501 -2.388 -1.235
H -1.269 -0.956 -1.918
H -4.553 -1.270 0.720
H -4.136 -0.394 -0.740
H -4.041 0.406 0.822
H -0.522 0.307 2.122
O 1.653 1.817 -2.243
H 2.380 1.157 -2.128
H 2.022 2.675 -2.013
*
```

Calculated total energy (eV): -129667.030
Largest force on an atom (eV Å⁻¹): 2.12

Atomic partial charges in e from the Löwdin method, atoms 1 to 2: 0.73 0.69

[5]
Molecular formula: C40H33As2CrNO2S2
Method: DFT, wB97M-V/def2-TZVPD

```
! wB97M-V def2-TZVPD RIJCOSX def2/J DEFGRID3
* xyz 1 2
Cr -0.172 -0.096 -0.022
C -2.004 -3.146 -0.129
C -1.588 -3.079 -1.586
As -0.846 -1.339 -2.099
C -2.390 -0.303 -2.616
C -3.352 -0.041 -1.646
C -4.433 0.779 -1.938
C -4.551 1.340 -3.200
C -3.591 1.082 -4.171
C -2.506 0.268 -3.882
C 0.015 -1.817 -3.733
C -0.746 -2.404 -4.741
C -0.118 -2.821 -5.906
C 1.254 -2.654 -6.060
C 2.005 -2.067 -5.052
C 1.385 -1.647 -3.883
As -0.585 -2.358 0.962
C 0.880 -3.508 0.448
C 2.041 -2.954 -0.079
C 3.085 -3.779 -0.486
C 2.966 -5.155 -0.365
C 1.806 -5.712 0.162
C 0.766 -4.892 0.571
C -1.047 -2.963 2.724
C -2.371 -2.905 3.146
C -2.706 -3.371 4.408
C -1.723 -3.884 5.245
C -0.399 -3.919 4.828
C -0.055 -3.450 3.567
H -2.149 -4.176 0.196
H -2.929 -2.604 0.066
H -2.405 -3.304 -2.271
H -0.784 -3.791 -1.775
H -3.270 -0.446 -0.650
H -5.163 0.983 -1.168
H -5.388 1.988 -3.429
H -3.682 1.520 -5.156
H -1.767 0.072 -4.647
H -1.817 -2.525 -4.634
H -0.703 -3.276 -6.695
H 1.737 -2.983 -6.971
H 3.072 -1.934 -5.173
H 1.971 -1.187 -3.096
H 2.156 -1.878 -0.155
H 3.992 -3.344 -0.885
H 3.780 -5.798 -0.676
H 1.714 -6.786 0.257
H -0.129 -5.333 0.994
H -3.143 -2.491 2.509
H -3.736 -3.328 4.739
H -1.990 -4.253 6.228
H 0.369 -4.308 5.483
H 0.979 -3.474 3.247
S 1.681 0.637 1.406
C 1.567 1.684 0.063
N 0.980 1.187 -1.023
C 0.928 2.121 -2.077
C 0.441 1.913 -3.357
C 0.470 2.964 -4.256
C 0.984 4.209 -3.891
C 1.498 4.416 -2.623
C 1.469 3.355 -1.728
S 2.054 3.320 -0.081
H 0.061 0.948 -3.653
H 0.091 2.815 -5.259
H 0.989 5.020 -4.607
H 1.906 5.376 -2.337
O -3.605 0.898 1.241
C -2.561 0.658 1.784
O -1.407 0.571 1.067
C -2.419 0.477 3.248
C -3.584 0.417 4.009
C -3.503 0.218 5.377
C -2.259 0.085 5.986
C -1.096 0.160 5.229
C -1.176 0.356 3.859
H -4.539 0.525 3.514
H -4.406 0.170 5.970
H -2.196 -0.069 7.056
H -0.129 0.070 5.708
H -0.276 0.424 3.261
*
```

ΔE to the lowest compared entry with this formula, charge and spin (kcal per mole): 20.2
Calculated total energy (eV): -219365.088
<S²>: 0.7672
Largest force on an atom (eV Å⁻¹): 1.51

Atomic partial charges in e from the Löwdin method, atoms 1 to 2: 0.30 -0.39

[6]
Molecular formula: C25H67F8I2N29O17
Method: DFT, wB97M-V/def2-TZVPD

```
! wB97M-V def2-TZVPD RIJCOSX def2/J DEFGRID3
* xyz 0 1
C -3.013 2.034 -4.910
C -3.511 1.287 -3.534
I -5.570 0.481 -3.226
C -2.531 1.148 -2.389
I -3.101 0.191 -0.455
N -1.074 1.644 -2.505
C -0.285 0.514 -1.809
O 0.428 0.727 -0.673
O -0.391 -0.835 -2.417
C 0.878 -1.574 -2.327
C 0.964 -2.666 -1.107
O -0.301 -2.877 -0.373
C -0.108 -4.149 0.341
C -0.953 -4.298 1.738
F -2.432 -4.076 1.578
F -0.814 -5.739 2.159
C -0.460 -3.321 2.959
F -1.565 -3.356 3.989
F -0.354 -1.876 2.561
C 0.890 -3.847 3.754
F 2.027 -4.129 2.840
F 0.617 -5.045 4.634
C 1.452 -2.679 4.812
F 2.703 -3.195 5.445
F 0.487 -2.453 5.950
H -3.575 1.647 -5.888
H -1.850 2.048 -5.061
H -3.349 3.176 -4.801
H -0.978 2.543 -1.962
H 1.043 -2.158 -3.355
H 1.803 -0.826 -2.257
H 1.788 -2.297 -0.331
H 1.307 -3.707 -1.572
H 1.034 -4.357 0.492
H -0.507 -5.006 -0.387
H 1.649 -1.684 4.201
C 3.264 0.940 6.903
O 3.474 2.059 7.342
N 2.034 0.397 6.855
N 4.242 0.148 6.428
H 1.840 -0.523 6.497
H 1.268 0.960 7.203
H 5.184 0.519 6.446
H 4.088 -0.776 6.063
C -4.727 4.218 -1.057
O -3.682 3.611 -1.232
N -5.353 4.887 -2.042
N -5.346 4.272 0.136
H -6.214 5.392 -1.918
H -4.920 4.872 -2.956
H -4.908 3.781 0.905
H -6.207 4.766 0.299
C 2.213 3.022 3.875
O 1.836 1.874 4.051
N 1.953 3.708 2.748
N 2.923 3.703 4.793
H 2.255 4.654 2.585
H 1.421 3.232 2.031
H 3.140 3.223 5.656
H 3.242 4.649 4.666
C -5.371 5.331 -6.127
O -5.530 5.244 -4.920
N -4.161 5.490 -6.692
N -6.393 5.277 -7.001
H -4.010 5.564 -7.684
H -3.364 5.536 -6.070
H -7.321 5.158 -6.617
H -6.282 5.347 -7.998
C 5.145 0.275 1.232
O 6.190 -0.331 1.057
N 4.519 0.945 0.247
N 4.526 0.329 2.425
H 3.658 1.450 0.371
H 4.952 0.929 -0.668
H 4.964 -0.161 3.193
H 3.665 0.824 2.588
C -7.734 8.076 -2.678
O -7.157 7.002 -2.742
N -8.467 8.444 -1.611
N -7.689 8.987 -3.666
H -8.950 9.324 -1.540
H -8.527 7.787 -0.845
H -7.148 8.749 -4.487
H -8.157 9.876 -3.631
C -9.051 -1.605 -3.612
O -8.509 -1.288 -4.659
N -8.666 -1.119 -2.418
N -10.081 -2.468 -3.558
H -9.100 -1.367 -1.545
H -7.894 -0.465 -2.414
H -10.401 -2.858 -4.435
H -10.540 -2.741 -2.706
C 9.900 1.591 3.102
O 10.967 2.178 3.183
N 9.249 1.113 4.177
N 9.280 1.369 1.929
H 8.369 0.626 4.130
H 9.681 1.258 5.080
H 9.737 1.713 1.094
H 8.401 0.887 1.841
C -2.870 -0.852 -7.499
O -2.083 0.063 -7.678
N -2.966 -1.512 -6.330
N -3.713 -1.284 -8.454
H -3.608 -2.268 -6.163
H -2.349 -1.218 -5.584
H -3.673 -0.815 -9.350
H -4.369 -2.036 -8.326
C 5.530 -5.835 3.973
O 6.575 -6.442 3.799
N 4.904 -5.166 2.988
N 4.911 -5.782 5.167
H 4.043 -4.661 3.113
H 5.337 -5.182 2.074
H 5.349 -6.272 5.935
H 4.050 -5.287 5.330
C -3.501 -4.950 -8.896
O -3.930 -4.202 -8.032
N -2.367 -4.701 -9.576
N -4.124 -6.089 -9.247
H -1.998 -5.305 -10.291
H -1.867 -3.853 -9.343
H -4.982 -6.314 -8.760
H -3.786 -6.718 -9.956
C 14.097 1.461 6.051
O 13.939 1.373 7.259
N 15.308 1.619 5.486
N 13.076 1.406 5.178
H 15.458 1.693 4.494
H 16.104 1.665 6.109
H 12.147 1.287 5.561
H 13.187 1.476 4.180
C 5.359 0.662 10.699
O 4.982 -0.486 10.875
N 5.098 1.348 9.572
N 6.068 1.344 11.617
H 5.400 2.294 9.408
H 4.567 0.872 8.855
H 6.286 0.863 12.480
H 6.387 2.289 11.490
C -8.433 -5.525 -4.720
O -9.441 -5.102 -5.263
N -8.304 -6.803 -4.320
N -7.360 -4.752 -4.475
H -7.482 -7.170 -3.872
H -9.089 -7.419 -4.486
H -7.415 -3.783 -4.761
H -6.521 -5.083 -4.029
*
```

Calculated total energy (eV): -142977.931
Largest force on an atom (eV Å⁻¹): 8.59

Atomic partial charges in e from the Löwdin method, atoms 1 to 2: -0.14 -0.63

[7]
Molecular formula: CH3NOS
Method: DFT, wB97M-V/def2-TZVPD

```
! wB97M-V def2-TZVPD RIJCOSX def2/J DEFGRID3
* xyz 0 1
C -0.423 -1.416 -0.310
N 0.053 0.825 0.416
O 0.349 -0.280 -0.294
S 1.221 1.979 0.247
H -1.317 -1.657 0.252
H -0.089 -2.303 -0.845
H 0.206 2.852 0.533
*
```

ΔE to the lowest compared entry with this formula, charge and spin (kcal per mole): 130.4
Calculated total energy (eV): -15453.155
Largest force on an atom (eV Å⁻¹): 2.81

Atomic partial charges in e from the Löwdin method, atoms 1 to 2: 0.00 -0.47

[8]
Molecular formula: C8H11N
Method: DFT, wB97M-V/def2-TZVPD

```
! wB97M-V def2-TZVPD RIJCOSX def2/J DEFGRID3
* xyz 0 1
C -1.429 1.796 0.698
C -0.559 0.719 0.237
C 0.804 0.696 0.466
C 1.258 -0.603 0.155
C 2.357 -1.672 -0.248
C 1.401 -0.727 -1.460
C 0.002 -1.066 -1.487
C -0.863 -0.254 -0.694
H -1.887 0.829 2.534
H -2.930 0.584 1.222
H -0.701 2.653 1.031
H -2.566 2.055 -0.097
H 1.612 1.545 0.743
H 0.301 -1.307 0.444
H 2.192 -2.843 -0.033
H 3.614 -1.346 -0.247
H 2.040 0.163 -2.050
H -0.344 -1.881 -2.265
H -1.955 -0.610 -0.752
N -2.349 1.271 1.805
*
```

ΔE to the lowest compared entry with this formula, charge and spin (kcal per mole): 201.8
Calculated total energy (eV): -9954.375
Largest force on an atom (eV Å⁻¹): 7.50

Atomic partial charges in e from the Löwdin method, atoms 1 to 2: -0.22 -0.35

[9]
Molecular formula: CH2NO3P
Method: DFT, wB97M-V/def2-TZVPD

```
! wB97M-V def2-TZVPD RIJCOSX def2/J DEFGRID3
* xyz -2 1
H 2.675 -0.721 -0.168
N 1.982 0.111 -0.091
C 0.718 -0.280 0.026
P -1.211 0.444 0.091
O -1.296 1.071 -1.271
O -1.987 -0.805 0.286
O -1.343 1.519 1.204
H 0.461 -1.339 -0.077
*
```

SMILES: [H]/N=C/P(=O)([O-])[O-]
ΔE to the lowest compared entry with this formula, charge and spin (kcal per mole): 29.1
Calculated total energy (eV): -17990.455
Largest force on an atom (eV Å⁻¹): 3.93

Atomic partial charges in e from the Löwdin method, atoms 1 to 2: -0.02 -0.12

Q: What is the calculated total energy in the third record?
A: -26125.371 eV